No. 1
ORCA calculation (ωB97M-V with the def2-TZVPD basis set) on a single C4H7NO2 molecule in a non-equilibrium geometry.

* lowest unoccupied orbital energy: 0.855 eV
* SMILES: C1=NOCCOC1
* DFT total energy: -9841.557 eV
* HOMO energy: -9.382 eV

ORCA input file:
```
! wB97M-V def2-TZVPD RIJCOSX def2/J DEFGRID3
* xyz 0 1
C 0.486 -0.970 1.061
N -0.282 -1.626 0.242
O -0.235 -1.173 -1.107
C -1.247 -0.074 -1.035
C -0.612 1.016 -0.093
O 0.821 0.950 -0.323
C 1.540 0.098 0.485
H 0.458 -1.210 2.070
H -2.269 -0.589 -0.548
H -1.469 0.176 -2.161
H -0.781 1.899 -0.727
H -0.903 0.976 0.955
H 2.320 -0.195 -0.229
H 2.173 0.722 1.409
*
```


No. 2
ORCA calculation (ωB97M-V with the def2-TZVPD basis set) on a single C4H7NO2 molecule in a non-equilibrium geometry.

* lowest unoccupied orbital energy: 0.855 eV
* SMILES: C[C@@H]1OCC=NO1
* DFT total energy: -9842.271 eV
* HOMO energy: -9.275 eV

ORCA input file:
```
! wB97M-V def2-TZVPD RIJCOSX def2/J DEFGRID3
* xyz 0 1
C -1.340 0.008 -1.200
C 0.125 0.173 -1.058
O 0.910 -0.786 -0.662
C 0.584 -1.283 0.724
C -0.269 -0.190 1.538
N -0.273 1.071 1.095
O 0.427 1.296 -0.110
H -1.786 0.193 -0.210
H -1.336 -1.056 -1.643
H -1.720 0.701 -1.758
H 0.617 0.490 -2.088
H -0.041 -2.235 0.475
H 1.549 -1.530 1.250
H -0.683 -0.391 2.456
*
```


No. 3
ORCA calculation (ωB97M-V with the def2-TZVPD basis set) on a single C4H7NO2 molecule.

* lowest unoccupied orbital energy: 0.578 eV
* SMILES: C[C@@H](C=O)C(N)=O
* DFT total energy: -9846.226 eV
* HOMO energy: -10.021 eV

ORCA input file:
```
! wB97M-V def2-TZVPD RIJCOSX def2/J DEFGRID3
* xyz 0 1
C -1.089 -1.025 0.946
C -0.339 -0.211 -0.097
C -1.014 1.133 -0.362
O -2.154 1.370 -0.043
C 1.144 -0.003 0.123
N 1.721 0.517 -1.085
O 1.742 -0.209 1.146
H -1.204 -0.453 1.872
H -2.093 -1.263 0.583
H -0.563 -1.952 1.185
H -0.319 -0.654 -1.107
H -0.394 1.874 -0.901
H 2.129 -0.243 -1.627
H 2.456 1.178 -0.869
*
```


No. 4
ORCA calculation (ωB97M-V with the def2-TZVPD basis set) on 3 unconnected molecules or ions with the total composition C4H7NO2 in a non-equilibrium geometry.

* lowest unoccupied orbital energy: 1.128 eV
* DFT total energy: -9844.976 eV
* HOMO energy: -9.848 eV

ORCA input file:
```
! wB97M-V def2-TZVPD RIJCOSX def2/J DEFGRID3
* xyz 0 1
C 0.964 1.438 0.019
C -0.383 1.787 -0.547
C -0.209 -1.941 -0.952
N 0.480 -1.967 0.113
C -1.208 -0.886 2.315
O -1.061 0.238 2.380
O -1.298 1.009 -0.692
H 1.023 0.375 0.274
H 1.147 2.051 0.910
H 1.744 1.700 -0.708
H -0.509 2.850 -0.849
H -0.197 -1.040 -1.565
H -0.846 -2.761 -1.302
H 0.353 -2.855 0.603
*
```


No. 5
ORCA calculation (ωB97M-V with the def2-TZVPD basis set) on 2 unconnected molecules or ions with the total composition C4H7NO2 in a non-equilibrium geometry.

* lowest unoccupied orbital energy: -4.091 eV
* DFT total energy: -9839.403 eV
* HOMO energy: -8.646 eV

ORCA input file:
```
! wB97M-V def2-TZVPD RIJCOSX def2/J DEFGRID3
* xyz 0 1
O -1.158 -1.016 -1.314
C -1.985 -0.647 -0.420
N -1.828 -0.708 0.896
C 0.779 -0.303 0.571
C 0.599 0.834 -0.524
C 2.021 0.495 0.055
O 2.589 1.401 0.761
H -2.938 -0.234 -0.815
H -2.732 -0.804 1.381
H 0.708 -1.309 0.227
H 0.560 -0.043 1.519
H 0.275 1.809 -0.178
H 0.438 0.613 -1.559
H 2.674 -0.090 -0.600
*
```


No. 6
ORCA calculation (ωB97M-V with the def2-TZVPD basis set) on a molecular structure, C4H7NO2.

* lowest unoccupied orbital energy: 0.696 eV
* DFT total energy: -9843.740 eV
* HOMO energy: -8.694 eV

ORCA input file:
```
! wB97M-V def2-TZVPD RIJCOSX def2/J DEFGRID3
* xyz 0 1
O 0.509 -2.193 0.896
C 0.771 -1.096 0.304
C -0.350 -0.408 -1.036
N 0.235 0.912 -1.151
C 0.029 1.395 0.213
C 0.075 0.043 0.866
O -0.697 -0.291 1.849
H -0.430 -1.290 1.922
H 1.682 -0.930 -0.282
H -0.065 -1.110 -1.822
H -1.433 -0.461 -0.846
H -0.157 1.501 -1.877
H -0.965 1.838 0.393
H 0.798 2.089 0.570
*
```


The records above give, respectively, energy above the lowest of the compared OMol25 structures with the same formula, charge and spin values of 5.7231; 5.0083; 1.0539; 2.3034; 7.8770; 3.5398 eV.